# 1
76
Properties=species:S:1:pos:R:3:mulliken_charge:R:1 method="wB97M-V/def2-TZVPD" smiles="O=C(C[C@@H]1CCNC1=O)c1ccccc1.COCCOC.COCCOC.COCCOC" orbital_gap_ev=8.746
O 4.2565 5.4409 0.0723 -0.593
C 3.5839 4.4444 -0.3142 0.396
C 3.7833 3.0708 0.5037 -0.419
C 5.2868 3.0530 1.1030 0.353
C 6.4993 2.8901 0.0231 -0.689
C 7.3796 1.5707 0.3791 -0.432
N 7.1019 1.3893 1.8544 -0.484
C 5.7028 1.8535 2.0851 0.102
O 5.0944 1.2770 3.0157 -0.543
C 2.6391 4.5972 -1.5904 0.351
C 1.4290 3.6961 -1.9250 -0.130
C 0.6388 3.9672 -3.2524 -0.452
C 1.0136 5.1110 -4.2278 -0.361
C 2.1993 6.0322 -3.8527 -0.361
C 3.0014 5.7723 -2.5617 -0.512
H 3.7540 2.1976 -0.2504 0.237
H 2.9892 2.9525 1.3318 0.343
H 5.4665 3.9730 1.7755 0.335
H 6.0119 2.6860 -0.9895 0.317
H 7.2243 3.7693 0.0004 0.256
H 8.5168 1.6443 0.2066 0.317
H 6.9288 0.6142 -0.0805 0.233
H 7.7828 2.0647 2.2545 0.297
H 1.1188 2.8475 -1.2352 0.239
H -0.2587 3.2979 -3.5191 0.308
H 0.4459 5.2979 -5.2101 0.305
H 2.5178 6.9182 -4.5009 0.303
H 3.8983 6.4417 -2.3034 0.294
C 1.2788 0.2281 0.4353 -0.932
O 1.0378 0.1216 -0.9623 -0.322
C 1.4547 -1.1364 -1.4912 -0.574
C 0.2685 -2.0768 -1.6891 -0.490
O -0.3106 -2.4445 -0.4407 -0.346
C -1.4939 -1.7087 -0.1583 0.156
H 0.7215 1.0877 0.8135 0.242
H 0.9494 -0.6628 0.9758 0.624
H 2.3453 0.3936 0.6143 0.208
H 2.2180 -1.5935 -0.8523 0.343
H 1.9114 -0.9362 -2.4655 0.411
H 0.6312 -2.9983 -2.1573 0.395
H -0.4785 -1.6314 -2.3547 0.265
H -2.3195 -2.0956 -0.7649 -0.088
H -1.3684 -0.6403 -0.3481 0.233
H -1.7396 -1.8476 0.8965 -0.105
C -0.3454 -2.4909 4.2312 -0.875
O -1.3996 -1.8313 3.5421 -0.171
C -2.6867 -2.2356 4.0061 -0.423
C -3.2877 -1.1996 4.9530 -0.631
O -2.5400 -1.1104 6.1631 -0.381
C -1.6714 0.0142 6.1772 -0.686
H 0.5861 -1.9657 4.0125 0.216
H -0.5001 -2.4867 5.3132 0.396
H -0.2593 -3.5222 3.8760 0.333
H -2.6372 -3.2219 4.4798 0.370
H -3.3301 -2.3209 3.1246 0.325
H -4.2979 -1.5240 5.2252 0.384
H -3.3669 -0.2223 4.4657 0.313
H -2.2523 0.9249 6.3561 0.325
H -1.1128 0.1128 5.2438 0.267
H -0.9609 -0.1137 6.9960 0.243
C -4.4582 -4.1054 -1.4895 -0.799
O -4.9668 -2.8440 -1.9029 -0.370
C -4.7437 -2.5969 -3.2901 -0.383
C -6.0065 -2.8486 -4.1106 -0.659
O -6.3640 -4.2283 -4.0988 -0.372
C -7.4203 -4.5026 -3.1889 -0.707
H -4.8737 -4.3362 -0.5069 0.254
H -4.7381 -4.9048 -2.1804 0.371
H -3.3683 -4.0555 -1.4074 0.322
H -3.9055 -3.1961 -3.6621 0.341
H -4.4676 -1.5420 -3.3847 0.381
H -5.8015 -2.5808 -5.1527 0.382
H -6.8339 -2.2241 -3.7581 0.334
H -8.3697 -4.1612 -3.6143 0.325
H -7.2605 -4.0262 -2.2192 0.301
H -7.4717 -5.5831 -3.0417 0.246

***

# 2
75
Properties=species:S:1:pos:R:3:lowdin_spin:R:1 method="wB97M-V/def2-TZVPD" s2=2.018 spin_multiplicity=3 total_charge=+1 orbital_gap_ev="5.623 / 5.110"
Au 1.4722 -2.8120 -0.1129 0.004
C -1.4798 -1.4248 2.6627 0.060
C -1.1474 -2.4982 1.8471 0.261
C 0.7938 -1.6683 2.8188 0.286
C -0.2877 -0.9387 3.2953 0.141
C 0.3343 -2.7225 1.8689 0.041
C -2.8485 -0.9682 3.0237 0.001
H -3.5430 -1.1232 2.1898 0.000
H -2.8432 0.0935 3.2948 0.000
H -3.2367 -1.5159 3.8994 0.001
C -0.2752 0.0629 4.3866 0.019
H -1.2913 0.3653 4.6582 0.000
H 0.2947 0.9442 4.0592 0.007
H 0.2071 -0.3607 5.2783 0.006
C 2.1636 -1.4661 3.3146 0.051
H 2.1921 -1.5837 4.4166 0.017
H 2.4900 -0.4291 3.1064 0.018
H 2.8672 -2.1740 2.8621 0.000
C 0.7606 -4.1379 2.2317 0.003
H 0.2650 -4.5051 3.1468 0.000
H 1.8478 -4.1711 2.3815 0.001
H 0.5119 -4.8070 1.3995 0.001
C -2.1409 -3.3516 1.1657 0.046
H -2.7076 -3.9569 1.8926 0.018
H -1.6764 -4.0307 0.4397 0.001
H -2.8816 -2.7177 0.6472 0.010
C -1.5608 2.7328 0.8836 0.003
C -2.4218 1.7064 1.0029 0.001
C -2.5366 0.5897 0.0015 0.004
C -2.4041 1.0057 -1.4896 0.007
C -1.1650 0.3466 -2.0404 0.108
C 0.1547 0.7467 -1.4993 0.489
C 0.3709 1.5309 -0.2684 0.078
C -0.4187 2.8342 -0.0752 0.011
H -3.5081 0.0694 0.1622 0.000
H -2.4508 2.0906 -1.6311 0.002
H -1.7341 -0.1526 0.2025 0.002
H -0.6820 3.2796 -1.0427 0.000
H -1.6174 3.5866 1.5588 0.000
H -3.0711 1.6031 1.9014 0.000
H 0.3036 3.5140 0.4082 0.001
H 0.1368 0.8782 0.5839 0.035
H 0.9976 0.0337 -1.5998 0.020
H 1.4416 1.8056 -0.2029 0.004
H -3.2324 0.5523 -2.0476 0.000
H -1.3530 -0.7375 -2.1670 0.026
P -0.3134 0.8265 -3.5866 0.117
C -0.4490 2.6092 -3.6196 0.017
C -1.4523 0.2228 -4.8639 0.040
P 1.8913 -1.4619 -3.3375 0.000
C 1.3512 0.2355 -3.9797 0.017
C 1.1409 -2.4002 -4.7606 0.000
C 3.5516 -1.2553 -4.1449 0.001
H 0.3926 3.0310 -3.0712 0.005
H -1.3900 2.9271 -3.1568 0.001
H -0.4277 2.9443 -4.6572 0.001
H -1.1861 0.7373 -5.7983 0.004
H -2.4917 0.4713 -4.6005 0.000
H -1.3677 -0.8598 -5.0124 0.001
H 3.4188 -0.9466 -5.1903 0.000
H 4.0807 -2.2115 -4.0906 0.000
H 4.1176 -0.4883 -3.6048 0.000
H 2.0346 0.9764 -3.5320 0.003
H 1.4437 0.2804 -5.0848 0.002
H 1.6957 -3.3421 -4.8672 0.000
H 1.2070 -1.8236 -5.6957 0.000
H 0.0945 -2.6348 -4.5359 0.000
C 2.2169 3.4960 4.4266 0.000
S 2.1714 3.0206 2.6949 0.001
O 1.4486 4.0934 1.9923 0.000
O 3.5877 2.9057 2.3406 0.000
O 1.4443 1.7341 2.6492 0.006
H 2.7406 4.4513 4.4797 0.000
H 2.7623 2.7474 4.9925 0.000
H 1.1954 3.5954 4.7994 0.000

***

# 3
81
Properties=species:S:1:pos:R:3:lowdin_spin:R:1 method="wB97M-V/def2-TZVPD" s2=0.751 spin_multiplicity=2 orbital_gap_ev="3.362 / 2.791"
C -2.2081 -2.0777 -4.3342 0.000
C -1.2535 -2.6710 -3.3113 0.000
H -2.6615 -2.8290 -4.9826 0.000
H -1.6926 -1.3485 -4.9669 0.000
H -3.0784 -1.5964 -3.8523 0.000
C -0.8490 -4.0037 -3.3634 0.000
C -0.9414 -4.9174 -4.5291 0.000
H -0.4643 -4.4517 -2.4390 0.000
H -0.3662 -4.5892 -5.4248 0.000
H -1.9581 -5.1864 -4.8617 0.000
H -0.5074 -5.8804 -4.2062 0.000
Yb 1.1689 1.4650 0.8677 0.995
Cl -1.5048 1.7597 1.1225 -0.001
Cl 1.6056 3.4071 -0.7908 0.003
H 1.1234 6.6026 3.7020 0.000
H -1.6394 6.5609 3.0600 0.000
C 1.2068 6.1638 2.6958 0.000
C -1.2209 6.1371 2.1271 0.000
N 0.0126 5.3872 2.3935 0.000
H 2.0463 5.4778 2.6689 0.000
C 0.0720 4.0505 2.3913 0.000
O 1.1086 3.3491 2.4435 0.000
H -1.9586 5.4500 1.7046 0.000
H -0.9244 3.5576 2.3739 0.000
H 1.3219 6.9492 1.9365 0.000
H -1.0097 6.9531 1.4126 0.000
H 2.6513 -0.9374 -3.1323 0.000
H 2.8460 -3.5832 -2.0398 0.000
C 3.5332 -0.8376 -2.4837 0.000
C 3.6651 -3.0858 -1.4960 0.000
N 3.3978 -1.6654 -1.2955 0.000
H 3.6753 0.2041 -2.2011 0.000
C 3.2289 -1.1339 -0.0638 0.000
O 3.1088 0.0835 0.1765 0.000
H 3.8012 -3.5701 -0.5221 0.000
H 3.2053 -1.9030 0.7405 0.000
H 4.3941 -1.2065 -3.0481 0.000
H 4.5767 -3.1900 -2.0972 0.000
O -0.1710 -1.6437 -2.8553 0.000
C -1.1896 -1.8619 -1.9395 0.000
C 0.1433 -3.4634 -0.4377 0.000
C -0.9337 -2.5748 -0.6515 0.000
H 0.8412 -3.6724 -1.2522 0.000
C 0.3069 -4.1100 0.7845 0.000
H -1.8044 -0.9595 -1.9175 0.000
C -1.8475 -2.3898 0.3994 0.000
H 1.1759 -4.7413 0.9518 0.000
C -0.6293 -3.9500 1.8075 0.000
C -1.7176 -3.0965 1.5946 0.000
H -2.6860 -1.6933 0.2339 0.000
H -0.4944 -4.4391 2.7812 0.000
H -2.4705 -2.9587 2.3726 0.000
Si -0.0452 2.0263 -2.7341 0.000
Cl 0.5649 0.3983 -1.2680 0.000
C 1.4121 2.8959 -3.6069 0.000
C -1.2942 3.2193 -1.9956 0.000
C -0.9928 1.1731 -4.0828 0.000
H 2.3977 2.4519 -3.3971 0.000
H 1.4579 3.9650 -3.3236 0.000
H 1.2251 2.8417 -4.6898 0.000
H -0.3690 0.5466 -4.7237 0.000
H -1.4120 1.9816 -4.6976 0.000
H -1.8303 0.5736 -3.7321 0.000
H -1.6310 2.9398 -0.9966 0.000
H -2.1421 3.2230 -2.6821 0.000
H -0.8635 4.2270 -1.9341 0.000
S 0.7484 -0.9283 2.2652 0.001
C 0.0054 -0.5660 3.7571 0.000
N -0.0634 0.6859 4.2581 0.000
C -0.9318 1.0837 5.3622 0.000
C -1.1922 -0.0794 6.3052 0.000
C -1.5620 -1.3092 5.5097 0.000
N -0.5517 -1.5555 4.4875 0.000
H 0.3281 1.4319 3.6790 0.000
H -1.8868 1.4648 4.9658 0.000
H -0.4472 1.9127 5.8862 0.000
H -1.9942 0.1802 6.9984 0.000
H -0.2908 -0.2751 6.8970 0.000
H -2.5540 -1.1854 5.0553 0.000
H -1.6004 -2.1936 6.1440 0.000
H -0.5201 -2.4693 4.0469 0.000